Below is 18 unconnected molecules or ions with the total composition C24H25Cl51F2N2, with properties calculated with the ωB97M-V functional and the def2-TZVPD basis.

XYZ file:
```
104
Properties=species:S:1:pos:R:3:lowdin_charge:R:1
N -4.119 -1.497 1.579 0.215
C -3.982 -0.436 1.989 -0.151
C -3.657 0.959 2.358 -0.274
F -2.352 1.008 2.766 0.010
C -3.838 1.862 1.109 -0.200
C -5.154 1.536 0.569 -0.148
N -6.143 1.186 0.110 0.208
C -2.681 1.590 0.131 -0.143
C -2.994 1.818 -1.346 -0.167
C -3.658 0.634 -2.044 -0.198
F -3.012 -0.552 -1.750 -0.062
H -4.318 1.249 3.172 0.159
H -3.872 2.894 1.449 0.150
H -1.911 2.305 0.391 0.053
H -2.257 0.603 0.288 0.091
H -2.024 1.926 -1.834 0.117
H -3.541 2.734 -1.544 0.061
H -4.718 0.565 -1.826 0.091
H -3.545 0.806 -3.114 0.120
C 0.251 1.183 5.332 -1.550
Cl -0.113 2.826 4.809 0.512
Cl 1.930 1.048 5.854 0.509
Cl -0.846 0.678 6.621 0.529
H 0.105 0.521 4.489 0.001
C -1.073 -2.476 0.334 -1.532
Cl -0.570 -4.140 0.029 0.507
Cl -0.994 -2.102 2.062 0.499
Cl -0.097 -1.337 -0.593 0.555
H -2.103 -2.371 0.013 -0.012
C 0.010 5.277 1.367 -1.528
Cl -0.686 5.787 -0.173 0.501
Cl -0.986 5.840 2.708 0.515
Cl 0.165 3.522 1.427 0.558
H 0.994 5.717 1.463 -0.019
C 2.672 -3.649 3.849 -1.523
Cl 4.323 -4.185 3.508 0.504
Cl 2.676 -2.068 4.636 0.511
Cl 1.712 -3.609 2.375 0.510
H 2.225 -4.364 4.527 0.015
C -3.712 -6.948 1.502 -1.539
Cl -2.334 -7.991 1.137 0.522
Cl -3.173 -5.314 1.896 0.509
Cl -4.857 -6.922 0.159 0.506
H -4.220 -7.352 2.367 0.011
C 5.922 -2.836 -0.876 -1.547
Cl 7.338 -3.885 -0.854 0.486
Cl 6.410 -1.153 -0.688 0.514
Cl 5.000 -3.049 -2.363 0.531
H 5.286 -3.106 -0.043 0.006
C 1.778 8.905 -1.473 -1.534
Cl 2.062 7.625 -0.291 0.541
Cl 0.293 8.613 -2.379 0.498
Cl 1.721 10.480 -0.686 0.542
H 2.603 8.905 -2.173 0.012
C 8.851 -2.140 3.787 -1.528
Cl 7.198 -2.584 3.379 0.503
Cl 9.922 -2.310 2.386 0.502
Cl 8.904 -0.495 4.430 0.508
H 9.206 -2.813 4.555 0.013
C -7.966 -1.023 -0.148 -1.587
Cl -8.336 -0.390 -1.752 0.510
Cl -8.870 -0.163 1.098 0.517
Cl -8.293 -2.756 -0.074 0.510
H -6.914 -0.872 0.044 -0.046
C 5.949 2.083 2.892 -1.549
Cl 6.936 2.118 4.352 0.504
Cl 4.630 0.928 3.059 0.509
Cl 5.318 3.691 2.534 0.520
H 6.576 1.776 2.065 0.012
C 11.451 -5.566 -0.437 -1.499
Cl 11.810 -7.292 -0.437 0.510
Cl 9.966 -5.227 -1.347 0.471
Cl 11.371 -4.990 1.236 0.510
H 12.262 -5.050 -0.932 0.016
C 0.960 10.198 -6.372 -1.545
Cl 1.656 8.614 -6.718 0.526
Cl -0.758 10.226 -6.770 0.529
Cl 1.211 10.631 -4.680 0.505
H 1.462 10.930 -6.989 0.011
C -6.857 -7.269 -3.155 -1.548
Cl -6.705 -8.937 -2.605 0.534
Cl -8.006 -7.158 -4.495 0.537
Cl -7.339 -6.211 -1.834 0.475
H -5.889 -6.941 -3.514 0.010
C -3.316 6.807 -2.743 -1.559
Cl -4.012 7.348 -4.269 0.540
Cl -4.290 7.355 -1.380 0.529
Cl -3.145 5.049 -2.719 0.543
H -2.329 7.241 -2.649 -0.035
C 9.744 -9.715 -3.272 -1.544
Cl 11.429 -10.232 -3.383 0.519
Cl 9.640 -8.062 -2.672 0.485
Cl 8.939 -9.874 -4.836 0.524
H 9.240 -10.363 -2.568 0.012
C -4.317 6.709 4.550 -1.549
Cl -4.171 7.738 3.127 0.520
Cl -4.670 5.041 4.081 0.508
Cl -2.855 6.783 5.535 0.520
H -5.144 7.071 5.146 0.012
C -6.776 -3.723 -5.393 -1.561
Cl -7.042 -2.182 -6.211 0.528
Cl -5.209 -4.405 -5.843 0.521
Cl -6.893 -3.539 -3.646 0.505
H -7.547 -4.412 -5.711 -0.014
```

Computed properties:
2S+1 = 1

---

Below is a molecular structure, C24H25ClF5GeIN4O6TeTi, with properties calculated with the ωB97M-V functional and the def2-TZVPD basis.

XYZ file:
```
69
Properties=species:S:1:pos:R:3:lowdin_charge:R:1
Ti -0.590 1.027 0.647 1.090
O 3.490 3.960 -2.052 0.125
C 3.231 3.348 -3.198 -0.503
O 3.392 3.896 -4.259 0.076
C 2.600 1.997 -3.118 -0.040
C 2.307 1.213 -4.216 -0.570
Cl 2.459 1.544 -5.873 0.821
N 1.741 0.065 -3.764 -0.064
N 1.630 0.065 -2.431 0.187
C 2.130 1.216 -2.027 -0.119
C 2.014 1.547 -0.578 -0.516
O 2.517 2.577 -0.126 0.024
O 1.327 0.716 0.135 -0.171
C 1.183 -1.034 -4.484 -0.186
C 1.858 -1.620 -5.541 -0.036
C 1.276 -2.692 -6.201 -0.071
C 0.043 -3.181 -5.797 -0.080
C -0.610 -2.602 -4.716 -0.081
C -0.043 -1.525 -4.055 -0.011
H 3.282 3.387 -1.265 0.056
H 2.829 -1.253 -5.840 0.100
H 1.798 -3.152 -7.030 0.107
H -0.405 -4.018 -6.316 0.105
H -1.566 -2.990 -4.389 0.097
H -0.515 -1.068 -3.195 0.077
N -2.463 1.752 -2.215 0.205
C -2.181 0.477 -2.007 -0.601
O -1.230 0.077 -1.309 -0.082
C -3.069 -0.584 -2.610 -0.548
I -3.883 -0.139 -4.526 0.847
H -1.906 2.446 -1.728 0.105
H -3.236 2.024 -2.797 0.067
H -3.908 -0.746 -1.937 0.067
H -2.499 -1.502 -2.697 0.032
C 0.767 -3.725 2.444 -0.221
Ge 1.226 -1.963 1.704 0.824
C 2.323 -2.223 0.117 -0.202
C 2.067 -0.871 3.087 -0.190
C -0.531 -1.108 1.280 -0.333
H 1.660 -4.216 2.833 0.019
H 0.336 -4.366 1.673 0.018
H 0.047 -3.640 3.260 0.007
H 2.951 -3.103 0.271 0.022
H 2.953 -1.357 -0.067 0.014
H 1.708 -2.377 -0.768 0.017
H 3.116 -1.156 3.180 0.028
H 1.592 -1.037 4.056 0.021
H 2.022 0.190 2.845 0.002
H -1.134 -1.704 0.595 0.073
N -1.226 -0.956 2.482 0.057
C -1.644 -0.585 3.483 0.074
C -2.169 0.044 4.647 -0.179
C -2.302 -0.658 5.845 -0.019
C -2.776 0.008 6.960 -0.066
C -3.103 1.357 6.876 -0.055
C -2.964 2.050 5.681 -0.043
C -2.496 1.400 4.553 0.007
H -2.034 -1.704 5.893 0.120
H -2.886 -0.520 7.897 0.109
H -3.463 1.874 7.756 0.111
H -3.210 3.101 5.626 0.117
H -2.367 1.921 3.612 0.110
F 0.142 4.207 3.874 -0.454
Te 0.570 3.590 2.161 1.959
F -1.283 4.093 1.829 -0.542
F -2.392 0.996 0.948 -0.350
F 2.081 2.860 3.097 -0.518
F -0.457 2.524 -0.453 -0.385
O -0.128 1.829 2.240 -0.659
```

Computed properties:
relative energy (zero: lowest compared OMol25 entry of this formula, charge and spin) = 0.0 kJ/mol
2S+1 = 1

---

Below is 2 unconnected molecules or ions with the total composition C24H25F6N4, with properties calculated with the ωB97M-V functional and the def2-TZVPD basis.

XYZ file:
```
59
Properties=species:S:1:pos:R:3:lowdin_charge:R:1
C 5.302 2.946 1.100 -0.039
N 5.172 1.805 0.230 -0.123
C 6.386 1.373 -0.446 -0.035
C 6.427 2.034 -1.791 -0.527
F 7.517 1.727 -2.541 0.142
F 5.305 1.682 -2.512 0.116
F 6.377 3.402 -1.650 0.118
C 3.981 1.172 0.056 -0.198
C 3.926 -0.204 -0.296 0.011
C 2.712 -0.833 -0.427 0.012
C 1.487 -0.114 -0.315 -0.204
C 0.268 -0.827 -0.413 0.073
C -0.958 -0.292 -0.872 -0.197
C -2.160 -0.933 -0.458 0.009
C -3.390 -0.476 -0.857 0.010
C -3.480 0.610 -1.769 -0.207
N -4.690 1.155 -2.074 -0.130
C -4.968 1.700 -3.377 -0.038
C -5.765 1.224 -1.094 -0.035
C -5.551 2.446 -0.252 -0.528
F -6.463 2.615 0.739 0.140
F -4.302 2.404 0.330 0.116
F -5.565 3.570 -1.047 0.117
C -2.291 1.171 -2.306 0.018
C -1.064 0.799 -1.796 0.011
C 1.553 1.286 -0.021 0.006
C 2.767 1.898 0.209 0.014
H 4.708 2.798 2.014 0.107
H 6.357 3.053 1.376 0.100
H 4.958 3.876 0.618 0.100
H 7.243 1.716 0.143 0.148
H 6.393 0.294 -0.607 0.129
H 4.853 -0.763 -0.415 0.113
H 2.673 -1.900 -0.648 0.131
H 0.295 -1.886 -0.184 0.091
H -2.079 -1.790 0.208 0.107
H -4.308 -0.952 -0.513 0.118
H -4.561 1.042 -4.161 0.108
H -6.055 1.765 -3.499 0.099
H -4.529 2.702 -3.512 0.098
H -6.708 1.338 -1.637 0.146
H -5.754 0.353 -0.435 0.130
H -2.374 1.952 -3.066 0.120
H -0.162 1.308 -2.139 0.125
H 0.632 1.863 0.063 0.126
H 2.815 2.959 0.467 0.118
N -0.288 -3.076 1.343 -0.017
C -0.488 -2.419 2.498 -0.151
C -0.958 -3.035 3.658 -0.015
C -1.229 -4.424 3.625 -0.320
N -1.771 -5.053 4.695 0.121
C -0.936 -5.133 2.433 -0.015
C -0.465 -4.418 1.333 -0.130
H -0.275 -1.346 2.486 0.110
H -1.142 -2.440 4.552 0.109
H -2.017 -6.033 4.664 0.110
H -2.033 -4.547 5.529 0.109
H -1.100 -6.209 2.363 0.111
H -0.228 -4.935 0.398 0.111
```

Computed properties:
total charge = +1
relative energy (zero: lowest compared OMol25 entry of this formula, charge and spin) = 0.0 kJ/mol
2S+1 = 1

---

no.,HOMO energy (eV),LUMO level (hartree)
1,-10.64,0.005
2,-9.35,-0.025
3,-10.52,-0.159